Entry from the Open Molecules 2025 dataset: a cluster of 17 separate species, C41H83Cl32FN3O3P2 in total at a distorted geometry (ωB97M-V/def2-TZVPD).

Last column: Löwdin charge in e.
Geometry (Å):
C  -5.797106  -0.814301  -2.046190  0.1570
C  -4.711972  -0.975733  -2.529052  -0.1494
C  -3.398067  -1.038962  -3.171140  -0.1700
C  -2.321222  -0.294333  -2.304703  -0.3939
P  -3.165905  1.163392  -1.490062  0.9042
O  -3.938133  0.638674  -0.159149  -0.2231
O  -4.187718  1.831914  -2.577045  -0.2424
C  -2.002854  -1.329469  -1.158189  -0.0942
C  -0.453253  -1.297952  -0.888588  -0.2390
C  -0.190382  -1.338953  0.635547  -0.2214
C  -0.369167  -2.808685  1.090299  -0.1206
C  -0.041281  -0.033113  -1.676419  -0.4661
F  1.283108  -0.244256  -2.021878  -0.0077
P  0.157115  1.629452  -0.706005  0.9531
N  -0.900101  1.611987  0.651894  -0.1504
O  -0.444805  2.849844  -1.625602  -0.3292
N  -0.942229  -0.150943  -2.887279  -0.1437
N  -0.743709  -1.487477  -3.472383  0.1381
C  -0.577198  0.805877  -4.011856  -0.0733
C  -1.721829  1.522836  -4.741103  -0.1587
C  -1.739355  3.071717  -4.626822  -0.1778
C  -2.692745  3.602577  -5.721243  -0.1869
C  -4.148764  3.637152  -5.226610  -0.2072
C  -4.425723  4.718112  -4.180568  -0.2037
C  -5.692130  4.448000  -3.347065  -0.2004
C  -5.689084  5.219730  -2.005537  -0.1866
C  -5.612392  4.329581  -0.750277  -0.1829
C  -4.239314  4.372625  -0.056801  -0.2075
C  -3.799974  5.784057  0.442470  -0.2016
C  -2.287455  5.984114  0.236089  -0.2197
C  -1.675110  6.965352  1.255149  -0.2032
C  -0.271221  7.414615  0.801968  -0.1989
C  0.758042  6.265980  0.983854  -0.2503
C  1.777664  6.582917  2.098395  -0.1044
H  -6.828484  -0.659576  -1.825439  0.0564
H  -3.153905  -2.092451  -3.320033  0.1173
H  -3.505791  -0.634225  -4.183118  0.1180
H  -3.537013  1.030694  0.623811  0.0564
H  -4.025350  2.782577  -2.513941  0.0109
H  -2.171780  -2.361500  -1.464623  0.1207
H  -2.586849  -1.242077  -0.246116  0.1125
H  0.072301  -2.180731  -1.246043  0.1406
H  0.807268  -1.004212  0.921033  0.0771
H  -0.957399  -0.773660  1.151737  0.0796
H  0.527143  -3.402507  0.930607  -0.0114
H  -0.577731  -2.780004  2.163094  0.0722
H  -1.252926  -3.265888  0.640222  0.0764
H  -0.351573  1.875320  1.469095  -0.0245
H  -1.630476  2.312146  0.557298  0.0023
H  -1.306655  3.148802  -1.302794  -0.0071
H  0.256486  -1.653099  -3.553109  0.1251
H  -1.111394  -1.476575  -4.418412  0.1216
H  0.049140  0.321264  -4.753274  0.1311
H  0.085487  1.572180  -3.599533  0.1114
H  -1.599968  1.329023  -5.808035  0.1155
H  -2.723005  1.181186  -4.482172  0.0788
H  -2.165356  3.341804  -3.660745  0.0732
H  -0.732502  3.463859  -4.762715  0.1204
H  -2.409121  4.609529  -6.036304  0.1162
H  -2.679935  2.945753  -6.593174  0.1063
H  -4.826321  3.832194  -6.062521  0.1206
H  -4.403745  2.630529  -4.874911  0.0961
H  -3.569480  4.912905  -3.520299  0.1032
H  -4.595471  5.652843  -4.724760  0.1195
H  -6.539417  4.819792  -3.926853  0.0676
H  -5.863096  3.378948  -3.196971  0.0939
H  -6.632910  5.761758  -1.968697  0.0908
H  -4.890481  5.955358  -2.001349  0.0685
H  -5.878591  3.290305  -0.964846  0.0987
H  -6.328985  4.700511  -0.012007  0.1005
H  -3.442730  3.982820  -0.708075  0.0578
H  -4.257051  3.730091  0.829118  0.1075
H  -4.324804  6.610033  -0.047023  0.0246
H  -4.021810  5.859336  1.510818  0.1187
H  -1.814185  5.010099  0.402229  0.0822
H  -2.091458  6.322662  -0.786453  0.1120
H  -1.535115  6.410745  2.187131  0.0982
H  -2.342473  7.819273  1.385779  0.1094
H  -0.290741  7.715886  -0.246910  0.1043
H  0.052932  8.242951  1.434766  0.0973
H  1.314937  6.071729  0.065125  0.1004
H  0.222445  5.363656  1.289636  0.0811
H  2.125176  7.613383  2.038912  0.0716
H  1.285718  6.435475  3.062684  0.0432
H  2.605426  5.873912  2.059209  0.0644
C  0.327248  5.544419  6.633273  -1.0149
Cl  0.210653  7.102580  7.462831  0.5631
Cl  -0.736574  5.490425  5.224405  0.4876
H  1.349207  5.401515  6.302557  0.0245
H  0.039435  4.762211  7.323308  0.0031
C  -10.038009  5.398500  -5.504637  -1.0159
Cl  -9.323889  6.920543  -4.956244  0.4977
Cl  -9.075164  3.995963  -5.020121  0.5139
H  -11.026454  5.305091  -5.071183  0.0256
H  -10.100443  5.417160  -6.585997  0.0256
C  1.791208  -6.315180  1.641400  -1.0450
Cl  1.944399  -4.788912  2.538587  0.5313
Cl  0.529263  -6.236275  0.401117  0.5291
H  2.737557  -6.527658  1.161821  0.0003
H  1.539301  -7.093710  2.341132  -0.0375
C  0.644976  -2.650781  6.441381  -1.0146
Cl  1.687428  -1.270781  6.830116  0.5293
Cl  -0.056239  -3.371039  7.889272  0.5278
H  -0.159677  -2.305461  5.801142  0.0228
H  1.237824  -3.400090  5.933105  0.0168
C  -4.761807  9.265618  -3.045861  -0.9848
Cl  -6.471047  9.060564  -3.440373  0.5025
Cl  -4.378656  8.698873  -1.412214  0.5477
H  -4.174970  8.691935  -3.754145  0.0222
H  -4.511162  10.317430  -3.113918  0.0285
C  4.467970  1.066549  2.285761  -1.0013
Cl  2.749482  0.980653  1.846922  0.5092
Cl  4.876956  2.586155  3.077474  0.5297
H  4.687200  0.250981  2.965078  0.0289
H  5.057497  0.973204  1.381680  0.0278
C  4.637374  -8.993354  2.519662  -1.0893
Cl  2.892209  -9.229040  2.296496  0.5578
Cl  5.004140  -7.379263  3.144201  0.5117
H  5.006180  -9.737804  3.218046  -0.0733
H  5.121394  -9.121978  1.559613  -0.1328
C  6.184183  -11.467779  -1.044303  -0.9625
Cl  4.973305  -10.602837  -0.087986  0.5853
Cl  6.590564  -13.025864  -0.319253  0.5194
H  5.784787  -11.639572  -2.037504  0.0187
H  7.084050  -10.863858  -1.095460  0.0206
C  8.651890  -6.917358  0.944043  -0.9986
Cl  7.614142  -8.288471  1.356337  0.5333
Cl  7.873880  -5.372429  1.305040  0.5106
H  9.565267  -6.991290  1.522483  0.0259
H  8.871153  -6.955748  -0.116233  0.0262
C  7.367188  -12.406462  3.513755  -1.0243
Cl  5.692204  -11.877080  3.748984  0.5719
Cl  8.507159  -11.338742  4.334076  0.5170
H  7.473560  -13.408151  3.914042  0.0341
H  7.593826  -12.395844  2.452978  -0.0965
C  11.151415  -11.958841  1.187313  -0.9625
Cl  9.417650  -12.251797  0.990917  0.5477
Cl  11.475375  -10.336575  1.816422  0.5383
H  11.550584  -12.687738  1.882572  0.0362
H  11.630065  -12.060431  0.219616  0.0266
C  1.190228  1.565500  5.087807  -1.0283
Cl  1.248416  2.070744  6.776608  0.5419
Cl  0.062069  2.539374  4.117911  0.4965
H  2.181245  1.668695  4.660609  -0.0121
H  0.870337  0.538131  5.048879  -0.0290
C  -8.650797  7.153352  0.465125  -1.0233
Cl  -7.310352  8.201015  -0.017502  0.4966
Cl  -9.146098  7.434858  2.137361  0.5179
H  -9.494768  7.351710  -0.185467  0.0272
H  -8.337205  6.120770  0.367472  0.0069
C  14.084907  -9.606251  -0.535010  -1.0510
Cl  14.982906  -10.873608  -1.381585  0.5025
Cl  15.134742  -8.620030  0.485972  0.5102
H  13.613773  -8.964972  -1.270917  0.0263
H  13.339063  -10.075804  0.095768  -0.0641
C  2.493695  -13.382499  -0.979169  -1.0476
Cl  1.201627  -14.541033  -0.655280  0.5169
Cl  3.074813  -13.493513  -2.648567  0.4986
H  2.114591  -12.381348  -0.811549  0.0173
H  3.322757  -13.588033  -0.311464  0.0049
C  -1.306231  9.531548  5.337207  -1.0506
Cl  -2.978351  9.122830  4.926353  0.4908
Cl  -1.155813  11.202664  5.892905  0.5102
H  -0.978673  8.869111  6.129350  -0.0671
H  -0.690300  9.402522  4.454180  0.0190

Atomic forces in eV per Å
-0.035 -0.173 -0.579
0.033 0.241 0.053
0.271 -0.139 -0.877
-2.836 -2.546 1.254
2.532 3.040 0.910
-0.769 -0.786 -0.957
-0.071 -1.401 0.332
1.350 -1.029 0.250
-1.205 1.586 1.507
-0.449 -0.978 -0.275
-0.074 0.851 0.465
-0.127 -1.560 1.422
-0.261 0.356 -1.136
0.589 0.885 0.699
0.209 0.452 -0.485
0.450 -0.433 0.186
0.750 -0.496 -2.318
0.281 -0.643 0.122
-0.086 2.089 0.221
-0.035 0.551 -0.268
-0.602 -0.795 -0.703
-0.450 0.252 0.394
0.162 0.013 -0.234
-0.317 -0.242 -0.024
0.150 0.712 -0.044
-0.727 -0.765 -0.184
0.531 0.386 0.422
-0.164 0.696 0.142
0.347 -0.429 -0.169
-0.439 0.166 0.814
0.530 -0.242 -1.009
-0.052 -0.709 0.441
0.324 0.607 0.380
-0.603 -0.493 -0.084
0.116 -0.037 0.363
0.257 0.089 0.136
-0.025 0.202 0.141
0.166 0.148 -0.052
-0.179 0.107 -0.064
-0.466 0.263 -0.495
0.057 0.591 -0.099
-0.092 0.210 -0.677
-0.017 0.195 -0.073
0.259 0.407 0.021
-0.276 -0.019 -0.207
0.202 -0.274 0.005
0.165 -0.096 -0.169
0.023 -0.234 0.074
-0.177 -0.154 -0.009
-0.273 -0.161 -0.287
0.071 0.250 0.128
-0.119 0.250 0.045
-0.114 -0.650 0.346
-0.261 -0.103 0.275
-0.021 -0.262 0.023
0.170 -0.194 0.093
0.518 0.216 0.131
0.008 0.094 0.261
0.111 -0.074 -0.049
0.315 0.134 -0.120
0.102 -0.134 -0.081
-0.110 0.183 0.177
0.039 -0.215 -0.034
0.224 0.082 0.146
-0.002 -0.272 -0.045
0.012 0.077 -0.002
0.094 0.278 0.117
0.051 0.158 0.020
-0.113 0.089 -0.073
-0.064 -0.117 -0.007
-0.123 0.016 -0.153
0.024 -0.220 -0.100
-0.131 -0.390 0.075
-0.049 0.033 -0.043
0.217 -0.023 -0.289
0.046 -0.138 -0.023
-0.358 0.329 0.272
0.027 -0.027 0.194
-0.076 0.284 0.096
-0.036 0.205 -0.268
-0.223 -0.106 -0.071
0.112 -0.187 -0.280
0.208 -0.081 -0.057
0.072 0.199 0.103
0.160 0.185 0.025
0.057 0.039 0.011
0.153 -0.119 0.173
-0.153 0.264 0.010
-0.003 0.051 -0.029
-0.095 0.010 -0.001
-0.110 0.068 -0.058
0.015 -0.044 0.008
-0.028 -0.032 -0.013
0.040 -0.010 0.072
0.083 -0.002 0.002
-0.020 0.265 -0.007
0.182 -0.181 0.081
0.020 -0.048 -0.023
0.014 0.068 -0.008
-0.108 0.048 0.088
-0.051 -0.069 -0.035
0.014 -0.173 -0.006
-0.017 -0.008 -0.029
0.003 0.041 0.069
0.080 -0.032 0.027
0.041 0.036 -0.120
0.049 -0.017 -0.042
0.179 0.228 -0.164
-0.022 -0.053 0.044
-0.060 0.014 0.073
0.133 -0.115 0.034
0.050 -0.022 -0.008
-0.046 0.023 0.025
-0.063 0.020 0.030
-0.069 0.065 -0.044
0.128 0.238 0.282
0.126 -0.433 -0.003
-0.244 0.047 0.093
-0.190 0.336 -0.066
-0.104 0.342 0.292
0.121 0.031 -0.160
-0.054 -0.390 -0.515
-0.181 -0.077 -0.064
-0.087 -0.072 0.057
-0.007 0.003 0.124
0.078 0.000 -0.017
0.324 -0.156 -0.202
0.027 0.020 -0.018
-0.054 -0.003 0.073
-0.077 0.006 -0.009
0.032 -0.021 -0.020
0.042 -0.444 0.075
0.031 -0.024 -0.020
-0.060 0.038 0.084
-0.248 0.064 0.248
0.049 -0.006 0.051
0.446 -0.001 -0.364
-0.038 -0.029 0.069
-0.056 0.048 0.072
-0.059 0.046 -0.025
0.140 0.089 -0.177
-0.043 0.141 -0.070
0.131 -0.239 -0.022
-0.029 0.106 -0.001
-0.116 -0.152 0.046
-0.066 0.035 -0.027
-0.101 -0.160 0.044
-0.021 -0.044 -0.006
0.006 0.074 0.033
0.068 -0.004 0.040
-0.039 -0.029 -0.016
-0.045 -0.023 -0.028
-0.049 0.028 0.020
0.081 0.011 -0.029
0.124 0.049 -0.020
0.020 0.036 0.108
0.008 0.021 0.026
0.082 0.075 0.021
-0.037 -0.012 -0.061
0.011 -0.062 -0.044
0.020 -0.035 0.018
0.013 -0.060 -0.057
0.048 -0.008 -0.005
-0.098 0.106 -0.075
-0.053 0.044 -0.024

Summary:
E = -17510.32257 a.u.
Net charge = +1
E_LUMO = -1.957 eV
Orbital gap = 9.17 eV
HOMO = -11.12 eV